[1]
{
  "formula": "C6H7NO2",
  "method": "ωB97M-V/def2-TZVPD",
  "elements": ["C", "N", "C", "O", "C", "C", "C", "C", "O", "H", "H", "H", "H", "H", "H", "H"],
  "xyz": [[-2.101, -1.275, -0.057], [-1.807, -0.046, 0.490], [-1.884, 1.210, 0.174], [-2.546, 2.185, -0.104], [-0.547, 0.636, 0.598], [0.500, 0.305, -0.401], [1.749, 0.411, -0.085], [3.174, 0.220, -0.293], [2.616, 0.861, 0.882], [-3.205, -1.532, 0.123], [-1.706, -1.290, -1.007], [-1.687, -2.118, 0.552], [-0.045, 0.750, 1.602], [0.255, -0.351, -1.312], [3.427, -0.762, -0.156], [3.807, 0.797, -1.007]],
  "e_above_lowest_kcal_mol": 109.2,
  "lumo_ev": 0.715,
  "e_tot_ev": -11915.6957,
  "homo_lumo_gap_ev": 9.45
}

[2]
{
  "formula": "C28H34N6O3",
  "method": "ωB97M-V/def2-TZVPD",
  "elements": ["C", "C", "O", "C", "C", "C", "C", "N", "C", "O", "C", "N", "N", "N", "C", "C", "C", "C", "C", "C", "C", "C", "O", "N", "C", "C", "C", "C", "C", "C", "C", "C", "C", "N", "C", "C", "C", "H", "H", "H", "H", "H", "H", "H", "H", "H", "H", "H", "H", "H", "H", "H", "H", "H", "H", "H", "H", "H", "H", "H", "H", "H", "H", "H", "H", "H", "H", "H", "H", "H", "H"],
  "xyz": [[-4.974, -0.418, 2.493], [-4.282, -1.776, 2.432], [-3.898, -2.140, 1.119], [-2.734, -1.679, 0.599], [-2.389, -2.204, -0.649], [-1.216, -1.833, -1.267], [-0.367, -0.912, -0.663], [0.852, -0.550, -1.297], [0.931, 0.153, -2.438], [1.984, 0.380, -3.010], [-0.392, 0.705, -2.990], [-1.126, 1.395, -1.973], [-0.519, 2.259, -1.150], [-1.337, 2.722, -0.299], [-2.563, 2.173, -0.524], [-3.794, 2.348, 0.108], [-4.856, 1.627, -0.382], [-4.719, 0.747, -1.466], [-3.518, 0.562, -2.108], [-2.438, 1.291, -1.625], [2.095, -0.994, -0.638], [2.436, 0.012, 0.495], [2.484, -0.301, 1.664], [2.653, 1.234, -0.014], [2.866, 2.507, 0.683], [1.936, 2.615, 1.890], [2.502, 3.598, -0.328], [4.353, 2.657, 1.066], [4.809, 1.809, 2.249], [1.956, -2.406, -0.191], [1.438, -2.932, 0.968], [1.471, -4.331, 0.842], [1.994, -4.612, -0.391], [2.282, -3.445, -1.022], [2.866, -3.337, -2.329], [-0.699, -0.394, 0.580], [-1.874, -0.769, 1.206], [-5.848, -0.423, 1.846], [-4.309, 0.375, 2.163], [-5.291, -0.216, 3.513], [-4.983, -2.560, 2.736], [-3.418, -1.806, 3.106], [-3.055, -2.920, -1.103], [-0.945, -2.270, -2.218], [-0.127, 1.394, -3.801], [-1.011, -0.099, -3.391], [-3.892, 3.027, 0.940], [-5.829, 1.737, 0.073], [-5.588, 0.202, -1.804], [-3.421, -0.113, -2.944], [2.883, -0.911, -1.396], [2.639, 1.324, -1.020], [0.904, 2.666, 1.548], [2.162, 3.521, 2.447], [2.054, 1.757, 2.543], [1.478, 3.458, -0.670], [2.581, 4.578, 0.135], [3.172, 3.567, -1.185], [4.541, 3.709, 1.290], [4.949, 2.396, 0.187], [4.362, 2.164, 3.173], [5.891, 1.870, 2.349], [4.530, 0.769, 2.114], [1.100, -2.371, 1.813], [1.146, -5.045, 1.572], [2.184, -5.556, -0.863], [2.298, -2.649, -2.958], [3.898, -2.979, -2.271], [2.868, -4.319, -2.799], [-0.041, 0.309, 1.064], [-2.097, -0.343, 2.171]],
  "e_above_lowest_kcal_mol": 33.7,
  "lumo_ev": 0.425,
  "e_tot_ev": -44671.4017,
  "homo_lumo_gap_ev": 8.43
}

[3]
{
  "formula": "C28H23F6N6O5S6Ti",
  "method": "ωB97M-V/def2-TZVPD",
  "elements": ["Ti", "S", "C", "N", "N", "C", "C", "C", "C", "C", "C", "N", "N", "C", "C", "C", "C", "C", "C", "H", "H", "H", "H", "H", "H", "H", "H", "H", "H", "H", "S", "S", "S", "S", "F", "C", "C", "N", "C", "C", "O", "O", "C", "O", "N", "C", "O", "H", "H", "H", "H", "F", "C", "F", "C", "F", "F", "F", "C", "S", "O", "C", "C", "C", "C", "C", "C", "H", "H", "H", "H", "H", "H", "H", "H"],
  "xyz": [[-0.312, -0.053, -1.603], [-2.014, 1.759, -1.496], [-2.908, 0.953, -0.178], [-3.903, 1.672, 0.312], [-4.553, 1.089, 1.418], [-4.036, 0.540, 2.546], [-4.892, -0.138, 3.441], [-4.414, -0.665, 4.628], [-3.072, -0.537, 4.979], [-2.226, 0.155, 4.112], [-2.683, 0.694, 2.921], [-2.606, -0.282, 0.200], [-1.587, -0.920, -0.491], [-1.438, -2.248, -0.047], [-1.810, -2.621, 1.249], [-1.628, -3.927, 1.681], [-1.078, -4.889, 0.839], [-0.728, -4.524, -0.456], [-0.917, -3.222, -0.900], [-5.552, 1.072, 1.321], [-5.940, -0.256, 3.176], [-5.096, -1.190, 5.289], [-2.695, -0.962, 5.902], [-1.178, 0.275, 4.367], [-2.007, 1.228, 2.269], [-2.223, -1.868, 1.906], [-1.903, -4.186, 2.698], [-0.933, -5.907, 1.185], [-0.310, -5.255, -1.140], [-0.669, -2.971, -1.922], [4.503, 1.053, -1.235], [3.943, 1.735, 0.505], [2.195, 0.889, 1.267], [0.451, 1.439, 0.349], [0.684, -2.837, 3.321], [1.817, -2.523, 2.683], [1.918, -2.618, 1.353], [3.098, -2.336, 0.689], [3.206, -2.396, -0.770], [1.949, -2.063, -1.551], [1.775, -2.690, -2.575], [1.161, -1.133, -1.076], [4.228, -1.957, 1.372], [5.314, -1.777, 0.845], [4.064, -1.844, 2.737], [2.938, -2.125, 3.507], [2.974, -2.057, 4.720], [1.067, -2.923, 0.752], [3.528, -3.385, -1.087], [3.964, -1.678, -1.061], [4.874, -1.514, 3.239], [-0.640, -1.846, -3.902], [-1.269, -0.652, -3.482], [-2.582, -1.033, -3.288], [-1.326, 0.128, -4.814], [-0.088, 0.273, -5.345], [-1.840, 1.360, -4.696], [-2.061, -0.506, -5.752], [1.283, 3.162, -4.466], [0.301, 2.752, -3.021], [0.735, 1.307, -2.765], [1.120, 3.916, -1.934], [2.487, 4.091, -1.851], [2.993, 5.061, -0.998], [2.131, 5.854, -0.251], [0.758, 5.672, -0.343], [0.247, 4.695, -1.182], [2.301, 2.805, -4.313], [1.249, 4.242, -4.605], [0.830, 2.644, -5.311], [3.162, 3.457, -2.407], [4.066, 5.177, -0.904], [2.536, 6.600, 0.421], [0.086, 6.278, 0.252], [-0.817, 4.487, -1.232]],
  "e_above_lowest_kcal_mol": 10.7,
  "multiplicity": 2,
  "lumo_ev": [3.813, 2.824],
  "e_tot_ev": -153023.1035,
  "s_squared": 0.76,
  "total_charge": -2,
  "homo_lumo_gap_ev": [4.64, 3.65]
}

[4]
{
  "formula": "C10H27ClIOP2Y",
  "method": "ωB97M-V/def2-TZVPD",
  "elements": ["C", "I", "H", "H", "H", "Y", "P", "C", "C", "H", "H", "H", "H", "H", "H", "C", "H", "H", "H", "P", "C", "C", "H", "H", "H", "C", "H", "H", "H", "H", "H", "H", "Cl", "C", "C", "C", "O", "H", "H", "H", "H", "H", "H"],
  "xyz": [[-1.311, 2.193, 0.881], [1.106, 2.386, 2.636], [-2.220, 2.188, 0.258], [-1.754, 2.300, 1.868], [-0.771, 1.220, 0.744], [1.431, -1.415, -0.608], [0.029, 3.183, -0.018], [-0.385, 4.587, 1.112], [1.613, 3.659, -0.810], [1.405, 4.714, -0.977], [-0.691, 4.587, -1.753], [1.769, 3.198, -1.777], [-0.891, 2.881, -2.312], [0.067, 4.234, 2.104], [2.451, 3.477, -0.141], [-1.032, 3.589, -1.475], [0.174, 5.412, 0.648], [-2.097, 3.642, -1.222], [-1.497, 4.617, 1.227], [0.239, -3.574, -0.260], [-0.209, -4.238, 1.350], [-0.953, -4.203, -1.490], [2.333, -3.697, -1.618], [1.821, -5.264, -0.813], [2.613, -3.951, 0.178], [1.947, -4.178, -0.681], [-0.985, -3.488, -2.342], [-0.604, -5.211, -1.772], [0.079, -5.297, 1.326], [-1.299, -4.101, 1.445], [-1.921, -4.209, -0.944], [0.327, -3.663, 2.125], [0.598, -0.578, -2.837], [-1.242, 0.115, 3.311], [0.004, -0.649, 2.912], [0.762, -1.147, 4.092], [0.467, -0.724, 1.712], [-1.445, 0.078, 4.400], [-2.167, -0.178, 2.775], [-1.026, 1.245, 3.261], [1.001, -2.225, 3.973], [1.711, -0.596, 4.071], [0.259, -0.950, 5.052]],
  "e_above_lowest_kcal_mol": 62.8,
  "lumo_ev": -8.244,
  "e_tot_ev": -53082.1377,
  "total_charge": 2,
  "homo_lumo_gap_ev": 4.69
}

[5]
{
  "formula": "C5H15NS",
  "method": "ωB97M-V/def2-TZVPD",
  "elements": ["C", "C", "C", "S", "H", "H", "H", "H", "H", "H", "H", "C", "C", "N", "H", "H", "H", "H", "H", "H", "H", "H"],
  "xyz": [[1.635, 0.115, 1.383], [2.306, -0.387, 0.110], [1.426, -1.321, -0.797], [0.314, -2.500, 0.027], [1.466, -0.727, 2.050], [0.730, 0.669, 1.157], [2.280, 0.843, 1.884], [2.641, 0.423, -0.536], [3.153, -0.999, 0.424], [2.115, -1.871, -1.438], [0.785, -0.693, -1.434], [-1.346, 1.824, -0.438], [-2.118, 0.556, -0.667], [-1.814, -0.570, 0.293], [-1.712, 2.592, -1.118], [-1.412, 2.229, 0.572], [-0.303, 1.676, -0.721], [-3.207, 0.624, -0.673], [-1.883, 0.163, -1.658], [-0.806, -0.588, 0.632], [-1.803, -1.510, -0.146], [-2.445, -0.549, 1.094]],
  "e_above_lowest_kcal_mol": 34.2,
  "lumo_ev": 0.190,
  "e_tot_ev": -17752.1082,
  "homo_lumo_gap_ev": 6.82
}

[6]
{
  "formula": "C5H4Cl2F2N2",
  "method": "ωB97M-V/def2-TZVPD",
  "elements": ["C", "C", "C", "C", "C", "N", "N", "F", "F", "Cl", "Cl", "H", "H", "H", "H"],
  "xyz": [[1.618, 1.368, -0.027], [1.930, 0.111, 0.463], [-1.300, -0.146, -0.122], [-0.851, 1.129, -0.584], [-0.851, -1.398, -0.344], [0.343, 1.678, -0.581], [-1.194, -2.533, 0.379], [-1.840, 2.122, -0.708], [0.033, -1.664, -1.364], [3.560, -0.271, 0.922], [-2.424, 0.067, 1.308], [2.326, 2.092, -0.272], [0.474, 2.689, -0.965], [-0.303, -3.076, 0.545], [-1.520, -2.168, 1.351]],
  "e_above_lowest_kcal_mol": 0.0,
  "multiplicity": 3,
  "lumo_ev": [0.636, -1.657],
  "e_tot_ev": -38704.2709,
  "s_squared": 2.06,
  "homo_lumo_gap_ev": [7.27, 7.24]
}